A) This record from the Open Molecules 2025 dataset describes a single C4H10N2O2 molecule. The level of theory is ωB97M-V with the def2-TZVPD basis set.

Results
Frontier orbital gap: 0.384 hartree
Spin multiplicity: 1

CARTESIAN COORDINATES (ANGSTROEM)
H -1.91 0.41 1.23
O 0.27 -1.20 0.97
H -1.09 0.18 2.78
H -1.19 -1.72 -1.90
N 1.26 -0.78 -1.89
H -0.41 1.55 -0.55
C -1.04 0.69 1.82
N -1.07 -0.83 -1.44
C 0.39 0.83 -0.31
H 1.18 -1.49 0.80
C 0.23 -0.46 -1.20
H 1.14 0.62 1.70
H -1.06 1.76 1.98
H 2.08 0.79 -1.18
O 1.65 1.39 -0.53
H -1.73 -0.66 -0.70
C 0.25 0.31 1.12
H 1.06 -1.37 -2.69

---

B) This record from the Open Molecules 2025 dataset describes 2 unconnected molecules or ions with the total composition C4H10N2O2. The level of theory is ωB97M-V with the def2-TZVPD basis set.

Results
Frontier orbital gap: 0.371 hartree
Spin multiplicity: 1

CARTESIAN COORDINATES (ANGSTROEM)
H -0.57 -0.03 1.95
C 0.71 -1.98 2.37
H 0.04 -2.47 1.67
C 1.29 -0.73 1.78
O -1.10 1.41 -0.31
H 0.53 2.49 -1.99
C 0.25 1.48 -2.26
H 1.12 0.89 -1.98
N 0.35 0.28 1.68
O 2.47 -0.58 1.58
H 0.07 -1.77 3.24
H 0.58 1.06 1.09
H -1.72 -0.18 -2.90
H 0.12 1.38 -3.33
H -2.69 -0.03 -1.56
N -1.95 0.38 -2.10
H 1.48 -2.73 2.57
C -1.00 1.14 -1.51

---

Which of them is least stable? Easy: A).

---

A) This record from the Open Molecules 2025 dataset describes a gas-phase ion, C4H11N2O2 (charge +1). The level of theory is ωB97M-V with the def2-TZVPD basis set.

Results
Frontier orbital gap: 0.418 hartree
Charge: +1
Spin multiplicity: 1

CARTESIAN COORDINATES (ANGSTROEM)
H 2.48 0.85 -0.50
H 2.42 0.46 1.21
H -2.90 -0.64 -0.69
H 3.01 -0.56 0.06
H -1.53 0.71 -1.95
N -0.08 1.65 0.33
H -0.83 -1.51 1.08
N -1.95 -0.78 -0.65
C -1.22 -0.54 0.62
C 2.26 0.13 0.22
H -0.01 1.71 1.38
H -1.90 -1.87 -0.89
C -0.82 0.02 -1.54
C -0.18 0.31 -0.07
O -0.16 -0.63 -2.49
H 0.73 -0.95 -2.09
H 0.77 2.01 -0.06
H -1.85 0.03 1.35
O 1.06 -0.53 -0.02

---

B) This record from the Open Molecules 2025 dataset describes 2 unconnected molecules or ions with the total composition C4H11N2O2. The level of theory is ωB97M-V with the def2-TZVPD basis set.

Results
Frontier orbital gap: 0.400 hartree
Charge: +1
Spin multiplicity: 1

CARTESIAN COORDINATES (ANGSTROEM)
H -0.69 2.60 1.00
C 1.06 -0.09 -1.64
O 1.89 -1.18 0.40
N -0.42 -0.71 0.31
N -0.58 2.04 0.16
H 2.48 -1.71 -0.26
H -0.24 2.56 -0.68
H -0.30 -2.69 1.05
O 0.27 0.78 2.10
H -2.02 -1.95 0.58
H -1.40 1.66 -0.28
H 0.85 -0.98 -2.40
H 0.44 0.73 -1.86
C -1.03 -1.78 1.07
H 0.92 1.33 2.45
H -1.27 -1.33 2.06
H 2.14 0.01 -1.98
C 0.95 -0.34 -0.13
C 0.17 0.32 0.89

---

C) This record from the Open Molecules 2025 dataset describes 2 unconnected molecules or ions with the total composition C4H11N2O2. The level of theory is ωB97M-V with the def2-TZVPD basis set.

Results
Frontier orbital gap: 0.407 hartree
Charge: +1
Spin multiplicity: 1

CARTESIAN COORDINATES (ANGSTROEM)
H 1.05 -1.67 0.64
N 0.39 -0.89 0.75
H -0.43 -1.01 0.09
N -1.91 -1.01 -1.10
H 0.33 1.20 2.37
H -2.28 -0.09 -1.32
O -0.74 -0.75 -3.03
H -2.64 -1.59 -0.70
C 1.52 2.73 1.31
O -1.07 -2.83 -2.31
H 0.76 3.50 1.41
H 2.30 2.92 2.05
C 0.93 1.37 1.48
C -1.22 -1.49 -2.24
C 1.00 0.43 0.55
H -1.51 -3.22 -1.56
H 1.97 2.82 0.32
H 0.01 -0.94 1.69
H 1.53 0.54 -0.39

---

Which of them is least stable? Easy: B).

---

A) This record from the Open Molecules 2025 dataset describes a gas-phase ion, C3H3O3 (charge +1). The level of theory is ωB97M-V with the def2-TZVPD basis set.

Results
Frontier orbital gap (alpha / beta): 0.266 / 0.266 hartree
Charge: +1
Spin multiplicity: 1

CARTESIAN COORDINATES (ANGSTROEM)
H 3.22 0.65 0.31
C 2.16 0.40 0.03
O 1.51 -0.85 -0.19
O -0.43 0.59 0.24
H -2.77 0.50 0.43
C -1.25 -0.34 -0.18
C 0.86 0.49 0.18
H -0.77 -1.21 -0.68
O -2.53 -0.23 -0.14

---

B) This record from the Open Molecules 2025 dataset describes a gas-phase ion, C3H3O3 (charge +1). The level of theory is ωB97M-V with the def2-TZVPD basis set.

Results
Frontier orbital gap: 0.375 hartree
Charge: +1
Spin multiplicity: 1

CARTESIAN COORDINATES (ANGSTROEM)
C -0.60 -0.92 0.15
C -0.34 0.43 0.30
H -1.72 -2.31 0.61
H 0.12 -1.59 -0.33
O 0.81 1.24 -0.10
O -1.79 -1.41 0.49
C 1.77 1.48 -0.75
O 2.66 1.92 -1.31
H -0.91 1.15 0.95

---

Which of them is least stable? Easy: A).

---

A) This record from the Open Molecules 2025 dataset describes a gas-phase ion, C3H3O3 (charge +1). The level of theory is ωB97M-V with the def2-TZVPD basis set.

Results
Frontier orbital gap: 0.323 hartree
Charge: +1
Spin multiplicity: 1

CARTESIAN COORDINATES (ANGSTROEM)
H 2.66 0.71 -0.58
C -1.99 0.30 -0.36
H -2.94 0.28 -1.16
O 2.36 -0.13 -0.26
O -1.54 -0.73 0.25
C 1.17 -0.27 0.20
C -0.96 0.48 0.92
H 0.83 -1.33 0.61
O 0.41 0.69 0.39

---

B) This record from the Open Molecules 2025 dataset describes 2 unconnected molecules or ions with the total composition C3H3O3. The level of theory is ωB97M-V with the def2-TZVPD basis set.

Results
Frontier orbital gap (alpha / beta): 0.287 / 0.287 hartree
Charge: +1
Spin multiplicity: 1

CARTESIAN COORDINATES (ANGSTROEM)
C 0.38 0.19 -1.24
O 1.16 1.04 -1.66
H -1.14 -0.45 1.57
H -0.18 -0.48 -1.90
C 0.10 0.11 0.18
O 3.74 1.81 -2.70
O -0.92 -0.50 0.61
H 0.76 0.68 0.84
C 3.14 0.99 -2.24

---

Which of them is least stable? Easy: A).

---

A) This record from the Open Molecules 2025 dataset describes 2 unconnected molecules or ions with the total composition C5H17N2O2. The level of theory is ωB97M-V with the def2-TZVPD basis set.

Results
Frontier orbital gap: 0.371 hartree
Charge: +1
Spin multiplicity: 1

CARTESIAN COORDINATES (ANGSTROEM)
H -0.47 2.10 -1.50
H -1.35 -0.40 -1.89
O 2.77 0.79 -0.18
H 2.42 1.83 1.67
C 0.95 2.31 0.13
C 1.84 1.25 0.81
H -2.45 -1.46 0.76
H 0.46 -1.10 -0.84
H -3.41 -0.36 0.10
C -2.65 -1.16 -0.16
H 2.61 0.94 -1.06
H 1.26 0.42 1.21
O 1.76 -2.82 0.68
N -0.28 -1.41 -0.31
H 1.61 3.12 -0.35
N -0.09 1.55 -0.74
C -1.26 0.83 -0.21
C -1.48 -0.52 -0.71
H -0.03 -1.07 0.67
H -0.28 -2.48 -0.35
H 2.62 -2.59 0.28
H -2.22 1.43 -0.61
H 0.37 2.92 0.85
H -3.18 -1.94 -0.78
H 1.99 -3.09 1.59
H -1.50 0.91 0.95

---

B) This record from the Open Molecules 2025 dataset describes 3 unconnected molecules or ions with the total composition C5H17N2O2. The level of theory is ωB97M-V with the def2-TZVPD basis set.

Results
Frontier orbital gap: 0.323 hartree
Charge: +1
Spin multiplicity: 1

CARTESIAN COORDINATES (ANGSTROEM)
O -0.15 2.47 1.98
C -0.64 -1.30 -0.06
H -2.63 -0.54 -0.05
N 1.20 -2.89 -0.23
H 1.52 -3.62 -0.84
N -0.37 1.37 -0.82
H -0.37 -0.14 1.85
C 0.15 -2.12 -0.78
H -1.16 0.50 -2.50
H 1.98 -2.36 0.13
H 0.02 2.02 -1.49
C -0.48 -1.14 1.41
H -0.04 -2.29 -1.83
O 2.96 1.82 0.31
H 3.59 2.31 -0.26
H 0.32 0.64 -0.59
H -2.39 1.27 -1.56
C -1.51 0.65 -1.49
H -2.19 -1.37 -1.50
H 0.61 2.27 2.54
H 3.53 1.15 0.70
H -0.52 1.93 0.04
H 0.26 -1.83 1.80
C -1.82 -0.66 -0.77
H -0.45 3.37 2.13
H -1.42 -1.49 1.88

---

Which of them is least stable? Easy: A).